C23H29N3O2 | ωB97M-V/def2-TZVPD

```
57
Properties=species:S:1:pos:R:3:forces:R:3:mulliken_charge:R:1
C 2.679675 -2.267742 2.146664 0.11 -0.02 0.16 -1.066
C 4.175331 -2.262892 2.440751 -0.04 0.00 -0.24 -0.512
C 5.004295 -1.489773 1.414472 -0.10 0.05 0.27 -0.427
H 6.062258 -1.668036 1.618132 0.04 0.03 -0.08 0.368
H 4.793107 -1.862463 0.410939 0.09 -0.04 -0.03 0.228
C 4.785427 0.026410 1.433503 0.61 -0.34 0.07 -0.831
N 3.548694 0.430564 0.819637 -0.35 0.09 -0.82 1.087
C 3.246323 0.338488 -0.489029 0.12 -0.04 0.02 -0.166
C 1.945740 0.832625 -0.642212 0.11 0.02 0.41 1.628
C 1.026223 1.022658 -1.690954 -0.27 0.01 -0.27 -0.581
C -0.204268 1.537318 -1.400012 0.20 -0.17 -0.37 -1.025
C -0.567512 1.903493 -0.079465 0.46 0.03 0.60 0.708
C 0.314424 1.758716 0.961074 -0.53 0.16 -0.14 -0.905
C 1.576511 1.206706 0.697154 0.81 -0.44 -0.67 -0.004
N 2.564046 0.948380 1.553949 -0.37 0.39 0.79 -1.375
H 0.043135 2.054111 1.961704 -0.08 0.07 0.12 0.526
C -1.922027 2.449681 0.222514 -0.09 -0.07 -0.25 0.038
O -2.123128 3.300229 1.066510 -0.03 0.07 0.29 -0.667
N -2.919377 1.913424 -0.534824 -0.04 -0.08 -0.24 -0.096
H -2.716062 1.069290 -1.048050 0.10 0.07 0.07 0.386
C -4.306628 2.130255 -0.200732 -0.15 0.17 0.25 -0.910
H -4.902608 2.017449 -1.110192 0.01 0.05 0.08 0.440
H -4.393950 3.153064 0.171218 -0.07 -0.08 -0.13 0.385
C -4.792673 1.146411 0.881370 0.13 0.12 -0.24 -1.154
C -4.544111 -0.269433 0.449653 -0.07 0.05 0.15 0.474
C -5.483370 -0.965026 -0.300922 0.04 0.02 0.04 -0.493
C -5.222149 -2.246791 -0.748261 0.05 -0.03 -0.02 -0.611
C -4.011324 -2.867595 -0.466621 0.02 0.02 -0.04 0.913
C -3.071065 -2.170383 0.280754 -0.02 -0.05 -0.05 -0.901
C -3.333401 -0.890440 0.733954 -0.07 0.00 0.04 -0.230
H -2.588634 -0.367622 1.318140 0.06 0.06 0.07 0.400
H -2.122198 -2.633371 0.512760 0.10 -0.06 0.01 0.444
C -3.740400 -4.265079 -0.935807 -0.04 -0.02 0.07 -1.426
H -4.215209 -4.451118 -1.896832 0.01 -0.06 -0.06 0.370
H -2.671571 -4.443684 -1.028098 0.05 -0.06 -0.04 0.355
H -4.141861 -4.982403 -0.219025 0.01 -0.11 -0.01 0.278
H -5.967939 -2.774151 -1.326438 -0.07 -0.06 -0.07 0.373
H -6.430523 -0.498685 -0.533599 -0.11 0.06 -0.02 0.398
H -4.247776 1.358717 1.802458 -0.06 0.04 0.03 0.347
H -5.856101 1.315401 1.055522 -0.01 0.01 0.07 0.471
H -0.910452 1.704246 -2.200411 -0.03 0.01 -0.08 0.569
H 1.278162 0.768315 -2.709735 -0.03 0.01 -0.07 0.415
O 4.190192 -0.163582 -1.316690 -0.08 0.11 0.54 -0.508
C 3.926435 -0.117020 -2.708674 -0.02 -0.02 -0.56 -0.324
C 5.172288 -0.602560 -3.430870 -0.30 0.12 0.33 -1.503
H 5.005138 -0.586756 -4.503782 0.00 -0.01 -0.11 0.434
H 6.015612 0.039569 -3.191671 0.09 0.06 -0.02 0.342
H 5.410466 -1.616768 -3.121769 0.03 -0.10 -0.02 0.327
H 3.685266 0.911405 -3.006036 -0.02 -0.11 0.07 0.373
H 3.071275 -0.764414 -2.943665 0.06 0.12 0.06 0.343
H 5.604222 0.511019 0.891963 -0.09 0.03 0.11 0.371
H 4.754247 0.399420 2.458646 0.01 0.05 -0.14 0.374
H 4.536942 -3.294425 2.455375 0.04 0.02 0.08 0.334
H 4.346063 -1.839882 3.432854 0.08 -0.05 0.08 0.287
H 2.491172 -2.600849 1.127438 -0.07 -0.04 -0.13 0.258
H 2.253450 -1.277082 2.275172 -0.11 0.02 -0.03 0.262
H 2.168156 -2.945489 2.826533 -0.11 -0.07 0.03 0.408
```
Forces are in eV/Å.

Summary:
M = 379.5 Da
orbital gap = 8.27 eV
2S+1 = 1
energy = -1208.592838 Eh
E_HOMO = -7.7 eV
LUMO = 0.6 eV
ΔE to the lowest compared entry with this formula, charge and spin = 1.8682 eV